1.
Here is 2 unconnected molecules or ions with the total composition C5H13IN from the OMol25 dataset. Energies are from the ωB97M-V functional and the def2-TZVPD basis.

HOMO-LUMO gap: 7.858 eV
energy above the lowest of the compared OMol25 structures with the same formula, charge and spin: 1.868 eV
highest occupied orbital energy: -12.73 eV
total charge: +1

Element x y z (Å)
C1 1.239 0.674 1.815
C2 0.333 1.599 -0.460
C3 0.086 -1.087 -0.046
C4 1.020 0.451 0.208
C5 -0.099 -2.155 0.881
N1 0.452 -3.335 0.944
I1 -4.348 0.118 -0.438
H1 2.196 0.254 2.102
H2 1.396 1.761 2.032
H3 0.546 0.278 2.598
H4 1.011 2.445 -0.265
H5 0.104 1.435 -1.442
H6 -0.481 1.999 0.158
H7 -0.874 -0.697 -0.134
H8 0.432 -1.460 -1.013
H9 2.050 0.311 -0.303
H10 -0.858 -1.934 1.682
H11 0.965 -3.740 0.169
H12 0.137 -4.071 1.583
H13 -5.196 0.845 0.758

Mulliken population analysis, charges in e, atoms 1 to 5: -1.177 -1.563 -0.836 0.625 0.165

---

2.
Here is a molecular structure, C5H13IN from the OMol25 dataset. Energies are from the ωB97M-V functional and the def2-TZVPD basis.

HOMO-LUMO gap: 7.798 eV
energy above the lowest of the compared OMol25 structures with the same formula, charge and spin: 3.099 eV
highest occupied orbital energy: -13.58 eV
total charge: +1

Element x y z (Å)
C1 1.783 2.386 -0.099
C2 -1.696 -2.003 -1.141
C3 -1.225 -1.290 1.357
C4 0.845 1.348 0.469
C5 -1.740 -1.113 0.028
N1 0.257 0.611 -0.679
I1 -3.148 0.364 -0.043
H1 2.679 1.990 -0.534
H2 1.367 3.004 -0.764
H3 2.308 2.936 0.576
H4 -0.805 -2.560 -1.133
H5 -2.192 -2.897 -0.757
H6 -1.914 -1.421 -1.975
H7 -0.589 -0.479 1.680
H8 -0.779 -2.369 1.358
H9 -1.997 -1.316 2.097
H10 -0.081 1.663 0.957
H11 1.340 0.750 1.199
H12 -0.449 1.159 -1.115
H13 1.008 0.449 -1.340

Mulliken population analysis, charges in e, atoms 1 to 5: -1.635 -1.256 -1.003 -0.309 0.485

---

3.
Here is 2 unconnected molecules or ions with the total composition C5H13N from the OMol25 dataset. Energies are from the ωB97M-V functional and the def2-TZVPD basis.

HOMO-LUMO gap: 10.758 eV
energy above the lowest of the compared OMol25 structures with the same formula, charge and spin: 1.607 eV
highest occupied orbital energy: -9.61 eV
total charge: 0
SMILES string: C=NC.CCC

Element x y z (Å)
C1 -1.597 -0.495 -0.328
C2 -2.308 -0.249 0.998
C3 -3.362 -1.327 1.250
H1 -2.222 -0.235 -1.182
H2 -0.625 -0.004 -0.406
H3 -1.362 -1.559 -0.438
H4 -1.642 -0.264 1.861
H5 -2.757 0.744 0.942
H6 -3.923 -1.066 2.156
H7 -2.894 -2.282 1.475
H8 -4.140 -1.409 0.491
C4 2.529 -0.241 -1.220
C5 2.800 1.911 -0.418
N1 2.621 0.696 -0.130
H9 2.758 -1.293 -1.056
H10 1.478 -0.203 -1.537
H11 3.140 -0.027 -2.107
H12 3.127 2.600 0.352
H13 2.782 2.200 -1.472

Mulliken population analysis, charges in e, atoms 1 to 5: -0.886 -0.216 -1.176 0.310 0.114

---

4.
Here is C5H13N in the gas phase from the OMol25 dataset. Energies are from the ωB97M-V functional and the def2-TZVPD basis.

HOMO-LUMO gap: 10.368 eV
energy above the lowest of the compared OMol25 structures with the same formula, charge and spin: 0.519 eV
highest occupied orbital energy: -9.23 eV
total charge: 0
SMILES string: CC(C)CCN

Element x y z (Å)
C1 -1.399 -0.603 -1.211
C2 -0.139 0.305 -0.960
C3 0.386 0.404 0.472
C4 1.454 1.509 0.588
C5 0.992 -0.949 0.887
N1 -2.248 -1.044 -0.126
H1 -2.001 -0.046 -1.905
H2 -1.034 -1.474 -1.763
H3 -0.386 1.304 -1.315
H4 0.655 -0.030 -1.627
H5 -0.420 0.672 1.154
H6 2.448 1.102 0.785
H7 1.528 2.063 -0.348
H8 1.231 2.204 1.395
H9 1.416 -0.883 1.900
H10 0.239 -1.733 0.947
H11 1.820 -1.218 0.232
H12 -1.714 -1.308 0.694
H13 -2.829 -0.277 0.202

Mulliken population analysis, charges in e, atoms 1 to 5: -0.655 -0.797 0.812 -1.419 -1.591

---

5.
Here is 2 unconnected molecules or ions with the total composition C5H13N from the OMol25 dataset. Energies are from the ωB97M-V functional and the def2-TZVPD basis.

HOMO-LUMO gap: 8.540 eV
energy above the lowest of the compared OMol25 structures with the same formula, charge and spin: 4.412 eV
highest occupied orbital energy: -7.97 eV
total charge: 0
SMILES string: C/C=C\C.CN

Element x y z (Å)
C1 -2.729 0.413 0.492
N1 -1.419 0.843 -0.045
C2 0.748 -0.541 0.831
C3 1.784 0.152 0.229
C4 0.808 -1.665 -0.284
C5 1.656 0.898 -1.076
H1 -2.993 -0.632 0.319
H2 -3.599 0.936 0.086
H3 -2.670 0.583 1.575
H4 -1.346 1.778 0.352
H5 0.866 -0.734 1.893
H6 -0.660 0.279 0.476
H7 2.654 0.387 0.851
H8 1.711 -2.249 -0.482
H9 0.290 -1.260 -1.148
H10 0.190 -2.546 -0.010
H11 1.954 0.297 -1.931
H12 2.152 1.867 -1.020
H13 0.605 1.195 -1.108

Mulliken population analysis, charges in e, atoms 1 to 5: -0.842 -0.642 -0.585 0.031 -1.152

---

6.
Here is 2 unconnected molecules or ions with the total composition C5H13N from the OMol25 dataset. Energies are from the ωB97M-V functional and the def2-TZVPD basis.

HOMO-LUMO gap: 9.029 eV
energy above the lowest of the compared OMol25 structures with the same formula, charge and spin: 3.335 eV
highest occupied orbital energy: -8.02 eV
total charge: 0
SMILES string: C=CN.CCC

Element x y z (Å)
C1 -0.511 -1.819 0.346
C2 -0.584 -1.573 1.756
C3 -1.442 -0.335 2.090
H1 0.040 -1.115 -0.353
H2 -0.215 -2.823 0.294
H3 -1.587 -1.839 -0.023
H4 -1.089 -2.444 2.245
H5 0.353 -1.493 2.303
H6 -1.398 -0.032 3.040
H7 -2.488 -0.428 1.789
H8 -1.069 0.445 1.424
C4 1.751 1.533 -2.954
C5 1.449 2.173 -1.746
N1 0.921 1.461 -0.622
H9 2.410 0.688 -3.048
H10 1.483 2.099 -3.800
H11 1.224 3.267 -1.639
H12 0.702 0.447 -0.548
H13 0.049 1.787 -0.555

Mulliken population analysis, charges in e, atoms 1 to 5: -0.836 -0.195 -1.020 0.206 0.311

---

7.
Here is C5H13N in the gas phase from the OMol25 dataset. Energies are from the ωB97M-V functional and the def2-TZVPD basis.

HOMO-LUMO gap: 8.868 eV
energy above the lowest of the compared OMol25 structures with the same formula, charge and spin: 3.422 eV
highest occupied orbital energy: -7.79 eV
total charge: 0
SMILES string: CC[C@@H](C)CN

Element x y z (Å)
C1 1.059 -0.142 -0.877
C2 0.049 0.448 0.032
C3 0.236 0.036 1.488
C4 -1.023 -0.442 -0.752
C5 -2.414 -0.071 -0.097
N1 2.647 0.411 -0.169
H1 1.285 -1.201 -0.864
H2 1.271 0.353 -1.812
H3 -0.075 1.539 -0.127
H4 0.548 -1.007 1.340
H5 1.015 0.667 1.893
H6 -0.671 0.079 2.109
H7 -0.912 -1.503 -0.541
H8 -1.185 -0.325 -1.821
H9 -2.425 -0.160 0.984
H10 -2.809 0.859 -0.513
H11 -3.121 -0.856 -0.418
H12 3.051 1.344 -0.084
H13 3.472 -0.029 0.229

Mulliken population analysis, charges in e, atoms 1 to 5: -0.721 0.484 -1.300 -0.698 -1.218

---

8.
Here is 3 unconnected molecules or ions with the total composition C5H13N from the OMol25 dataset. Energies are from the ωB97M-V functional and the def2-TZVPD basis.

HOMO-LUMO gap (spin up / spin down): 8.517 / 8.600 eV
2S+1: 2
energy above the lowest of the compared OMol25 structures with the same formula, charge and spin: 3.562 eV
highest occupied orbital energy (spin up / spin down): -14.79 / -15.10 eV
total charge: +1
⟨S²⟩: 0.76

Element x y z (Å)
C1 2.318 0.966 0.597
C2 1.650 0.237 -0.321
C3 0.585 -0.671 -0.110
C4 -0.392 -0.984 -1.112
C5 0.314 -1.180 1.263
N1 -2.778 0.349 -0.261
H1 3.122 1.567 0.216
H2 1.940 1.176 1.592
H3 -0.363 2.057 0.569
H4 1.812 0.494 -1.367
H5 -0.478 2.177 -0.157
H6 -0.609 -2.052 -1.148
H7 -0.170 -0.624 -2.118
H8 -1.346 -0.442 -0.764
H9 1.076 -0.831 1.947
H10 0.249 -2.272 1.253
H11 -0.709 -0.866 1.481
H12 -3.593 -0.178 -0.581
H13 -2.631 1.077 -0.978

Mulliken population analysis, charges in e, atoms 1 to 5: -0.557 -0.477 1.164 -0.749 -1.121